Below is a structure of composition C13H24B2F3N3O4S2Ta in a non-equilibrium geometry, with properties calculated with the ωB97M-V functional and the def2-TZVPD basis.

Geometry as XYZ:
```
52
Properties=species:S:1:pos:R:3:nbo_charge:R:1
C -3.05067 2.10928 -0.24398 -0.491
C -1.79653 1.65594 -0.74344 -0.154
C -0.44175 2.27845 -0.12746 -1.056
Ta 1.42121 0.87064 -0.42942 2.254
C 1.84630 0.97540 1.84076 -1.069
C 3.37261 1.26901 2.25607 -0.208
N 3.47579 2.73320 2.60024 -0.836
C 0.04681 -0.95233 0.00345 -1.010
C -0.38344 -1.79561 -1.28955 -0.433
C -1.05958 -3.18987 -0.76598 -0.523
S -2.73507 -3.48787 -1.58926 0.212
C -3.98786 -3.73478 -0.21843 -0.033
S -4.90744 -5.14425 -0.18618 -0.016
N -4.10483 -2.69666 0.80670 -0.468
C -3.48515 -1.40486 0.66247 -0.078
C -3.76066 -0.57761 1.93282 -0.093
N -4.57286 -1.49200 2.71601 -0.457
C -4.81048 -2.76409 2.07657 0.129
B 3.13800 -0.64350 -0.85809 0.586
O 4.16695 -0.33073 -1.82950 -0.970
O 3.20122 -1.94153 -0.19117 -0.986
B 0.92980 0.85490 -2.73256 0.575
O 0.25982 1.96736 -3.42883 -0.996
O 1.29784 -0.26620 -3.61596 -0.973
C 2.79451 2.73599 -0.87224 0.545
F 2.35658 3.82477 -0.04255 -0.360
F 4.18500 2.50904 -0.56825 -0.387
F 2.75864 3.17008 -2.24224 -0.378
H -4.01052 1.48773 -0.30197 0.200
H -3.06707 3.12677 0.29336 0.195
H -1.81671 0.83607 -1.54647 0.189
H -0.56491 2.39558 1.00669 0.230
H -0.26280 3.26220 -0.68108 0.262
H 1.14019 1.75309 2.32335 0.238
H 1.54674 -0.05905 2.27236 0.233
H 4.15646 0.93396 1.49974 0.185
H 3.60842 0.70324 3.24426 0.142
H 4.42126 2.92008 2.98820 0.343
H 2.79654 2.97102 3.35000 0.348
H 0.66722 -1.65399 0.68306 0.240
H -0.81798 -0.56505 0.64112 0.234
H -1.16499 -1.28341 -1.94326 0.203
H 0.53166 -2.12082 -1.90409 0.242
H -1.25675 -3.03669 0.35959 0.237
H -0.36648 -4.09026 -0.85320 0.233
H -2.84439 -1.02999 -0.21353 0.265
H -3.38296 0.46865 2.14450 0.259
H -5.41613 -3.64262 2.45764 0.247
H 4.93113 0.08220 -1.37267 0.495
H 3.62255 -1.84755 0.69008 0.491
H 0.95779 2.36424 -4.00914 0.492
H 0.43692 -0.50757 -4.04851 0.473
```

The HOMO-LUMO gap is 5.98 eV. As for the net charge: -1.

=====

Below is a structure of composition C42H29Cl2IIrN5O11P in a non-equilibrium geometry, with properties calculated with the ωB97M-V functional and the def2-TZVPD basis.

Geometry as XYZ:
```
92
Properties=species:S:1:pos:R:3:lowdin_charge:R:1
Ir -0.43629 0.33151 -0.13704 0.963
I 1.93394 0.85627 0.77356 1.452
C 1.74111 0.89580 2.84233 -0.585
C 2.74986 0.27564 3.52659 -0.134
C 2.85627 0.43470 4.92159 -0.036
C 1.99446 1.27477 5.55751 0.010
C 0.95249 1.93242 4.85665 -0.138
C 0.13103 2.85778 5.54319 0.015
C -0.85318 3.53580 4.88983 -0.022
C -1.12475 3.21927 3.54911 -0.063
C -0.38396 2.29572 2.84135 -0.288
P -1.32526 1.74500 1.37700 0.975
C -2.75866 0.91824 2.12145 -0.326
C -2.60685 0.35328 3.39157 -0.069
C -3.63755 -0.37703 3.96139 -0.044
C -4.83485 -0.54245 3.27981 -0.046
C -4.99208 0.00601 2.01490 -0.046
C -3.95650 0.71781 1.42937 -0.107
C -1.80651 3.29251 0.58817 -0.356
C -3.12127 3.74833 0.51024 -0.069
C -3.39198 4.97845 -0.07617 -0.043
C -2.35612 5.76136 -0.56228 -0.041
C -1.04075 5.32152 -0.45914 -0.046
C -0.76398 4.08985 0.10820 -0.092
C 0.75208 1.69562 3.46787 -0.201
H 3.48499 -0.31724 2.99761 0.103
H 3.64379 -0.07125 5.46153 0.123
H 2.09513 1.46530 6.61819 0.131
H 0.31933 3.03232 6.59500 0.132
H -1.45803 4.27173 5.40040 0.124
H -1.98559 3.68567 3.08518 0.118
H -1.68694 0.47488 3.94873 0.111
H -3.50402 -0.80656 4.94545 0.122
H -5.64551 -1.09668 3.73400 0.120
H -5.92256 -0.12003 1.47760 0.120
H -4.09814 1.10098 0.42941 0.091
H -3.93381 3.17654 0.93244 0.100
H -4.41274 5.33227 -0.13187 0.121
H -2.57028 6.72613 -1.00378 0.122
H -0.22997 5.94513 -0.81449 0.124
H 0.26574 3.75375 0.18587 0.101
Cl 2.72863 -1.65770 -7.05199 0.810
C 2.35077 -1.46891 -5.39760 -0.616
C 3.33198 -0.96000 -4.53783 -0.087
C 3.06082 -0.79328 -3.20418 -0.541
Cl 4.25112 -0.17333 -2.14378 0.795
C 1.77365 -1.15016 -2.68220 -0.372
O 1.53053 -1.05673 -1.45910 -0.117
C 0.77391 -1.63950 -3.59735 -0.086
C -0.56931 -1.91943 -3.08188 -0.139
O -0.91918 -1.61355 -1.96184 0.003
C 1.07833 -1.80676 -4.93102 -0.012
H 4.30885 -0.69767 -4.92122 0.124
H -1.28238 -2.42480 -3.75278 0.149
H 0.32498 -2.18612 -5.61057 0.132
O -2.09657 5.80232 -5.49709 0.120
N -2.73964 4.97773 -4.89037 -0.347
O -3.93802 4.81468 -4.94952 0.109
C -1.98016 4.02231 -4.06165 -0.104
C -0.60726 4.18107 -3.93136 0.115
C 0.08742 3.34198 -3.09919 -0.041
C -0.53535 2.27839 -2.39199 -0.267
O 0.16104 1.44940 -1.70168 -0.261
C -1.93525 2.15194 -2.60391 -0.049
C -2.65569 3.02311 -3.41924 0.110
N -2.70982 1.08216 -2.02463 -0.236
O -3.80292 0.85896 -2.45973 0.171
O -2.31622 0.37610 -1.04540 -0.170
N 1.52237 3.64402 -2.90743 -0.326
O 2.07585 3.20162 -1.91986 0.058
O 2.03085 4.38494 -3.71546 0.120
H -0.09589 4.98068 -4.44968 0.148
H -3.72306 2.91942 -3.55032 0.146
O 2.43232 -3.71325 1.92384 -0.029
C 1.64896 -4.60062 2.69593 -0.232
N 1.25456 -4.04550 3.96877 0.115
C 0.35116 -3.04230 4.11063 -0.452
O 0.20175 -2.39878 5.12667 0.104
C -0.52075 -2.73713 2.91511 -0.110
C -1.73918 -3.36026 2.70537 0.040
C -2.53169 -2.92470 1.65583 0.003
C -2.10740 -1.86559 0.88245 -0.106
N -0.93386 -1.24261 1.10244 -0.103
C -0.14564 -1.70384 2.08087 -0.064
H 3.34211 -3.73309 2.24015 0.096
H 2.16737 -5.53997 2.88370 0.139
H 0.76340 -4.80727 2.09963 0.127
H 1.82612 -4.21991 4.78362 0.159
H -2.06516 -4.16592 3.35149 0.144
H -3.48408 -3.38740 1.44071 0.130
H -2.70930 -1.49287 0.06890 0.107
H 0.80344 -1.21770 2.22709 0.065
```

Its energy above the lowest of the compared OMol25 structures with the same formula, charge and spin is 0.00 kJ/mol. Its spin multiplicity is 2. The HOMO-LUMO gap (spin up / spin down) is 7.09 / 5.95 eV. As for the expectation value of S²: 0.7868. As for the net charge: +2.

=====

Below is a structure of composition C4H20B2Cl4CoCrN4O24 in a non-equilibrium geometry, with properties calculated with the ωB97M-V functional and the def2-TZVPD basis.

Geometry as XYZ:
```
60
Properties=species:S:1:pos:R:3:nbo_charge:R:1
Cr 0.57345 -0.20464 2.05631 1.362
Co 1.14758 0.05287 -2.24913 1.630
Cl 2.34553 3.20646 -1.90804 2.571
O 1.71854 2.18404 -2.73334 -0.982
O 3.04669 2.62998 -0.79457 -0.807
O 3.23739 3.84143 -2.79108 -0.832
O 1.28009 4.07275 -1.44350 -0.852
Cl 2.37570 -3.22128 1.31144 2.563
O 1.37186 -3.42201 0.28462 -0.694
O 2.12596 -4.08049 2.39807 -0.668
O 3.66884 -3.49645 0.81699 -0.577
O 2.34086 -1.86413 1.66115 -0.815
Cl -2.00719 1.08489 4.14517 2.555
O -1.39507 0.80886 2.88075 -0.923
O -1.37558 2.10274 4.93252 -0.796
O -3.34181 1.53932 3.79940 -0.862
O -2.02757 -0.24065 4.75589 -0.887
Cl 4.48262 -0.93114 -2.32770 2.585
O 4.35659 -1.35081 -3.66925 -0.832
O 5.19964 -1.89392 -1.58455 -0.777
O 5.03352 0.37808 -2.14564 -0.753
O 3.17545 -0.87005 -1.72862 -0.922
B 0.39298 0.13784 -0.17283 -0.775
H 1.34571 0.53888 -0.48220 0.028
H 0.06025 0.81076 0.60222 0.035
H -0.26053 0.17513 -1.03060 -0.016
H 0.48789 -0.84562 0.26082 -0.013
B 2.14481 1.47364 2.49803 -0.754
H 1.86139 2.24749 1.80156 0.037
H 2.96903 1.84283 3.08845 0.042
H 1.32409 1.26551 3.16685 -0.046
H 2.37375 0.60489 1.90044 0.007
C -1.32684 -3.52649 -2.45912 -0.497
N 0.02156 -3.03137 -2.93611 0.562
O 0.45690 -1.95722 -2.52961 -0.456
O 0.52701 -3.72487 -3.81268 -0.305
H -1.39666 -4.61259 -2.51928 0.237
H -2.16551 -3.09518 -3.00566 0.249
H -1.61126 -3.21419 -1.45430 0.248
C -3.04169 1.45047 -3.60923 -0.482
N -1.99968 0.54544 -3.07760 0.555
O -2.37633 -0.42379 -2.43524 -0.343
O -0.82799 0.69960 -3.50668 -0.443
H -4.00428 0.94701 -3.51952 0.230
H -2.77640 1.66046 -4.64539 0.242
H -3.03637 2.26888 -2.88932 0.282
C -1.61575 4.28267 0.95670 -0.501
N -1.92567 3.83879 -0.45294 0.554
O -1.85905 2.65485 -0.72786 -0.404
O -2.22999 4.70611 -1.25114 -0.383
H -0.63508 3.86086 1.17682 0.266
H -2.27351 3.90005 1.73712 0.251
H -1.61141 5.37045 1.02615 0.226
C -2.70224 -3.21045 3.34831 -0.470
N -1.24678 -2.81652 3.10254 0.572
O -0.99420 -2.04963 2.19714 -0.434
O -0.38326 -3.25950 3.80091 -0.317
H -3.27488 -2.34648 3.01107 0.257
H -2.85492 -3.38079 4.41403 0.248
H -2.86805 -4.11395 2.76154 0.226
```

Its spin multiplicity is 9. The HOMO-LUMO gap (spin up / spin down) is 7.25 / 3.10 eV. As for the expectation value of S²: 20.0256. As for the net charge: -1.

=====

Below is a cluster of 15 separate species, C46H126N4O19 in total in a non-equilibrium geometry, with properties calculated with the ωB97M-V functional and the def2-TZVPD basis.

Geometry as XYZ:
```
195
Properties=species:S:1:pos:R:3:lowdin_charge:R:1
C 10.08731 -1.11964 9.56477 -0.075
C 10.13772 -0.25340 8.30212 -0.351
O 10.35763 -1.11092 7.21983 -0.085
H 9.73440 -2.11337 9.28899 0.077
H 9.47489 -0.50219 10.22188 0.072
H 11.09704 -1.25361 9.95282 0.069
H 10.88137 0.54345 8.31291 0.108
H 9.16667 0.20929 8.12582 0.103
H 10.26669 -0.54600 6.44899 0.081
C -5.00281 11.67434 -6.49485 -0.081
C -6.44173 11.24710 -7.03826 -0.306
O -7.29299 10.80938 -6.01923 -0.078
H -4.69609 12.50375 -7.13210 0.058
H -4.30257 10.84058 -6.44383 0.064
H -4.93498 12.22524 -5.55676 0.057
H -6.13807 10.43843 -7.70305 0.102
H -6.92116 11.99673 -7.66779 0.101
H -7.46377 11.50219 -5.37700 0.084
C -6.23216 -9.19301 3.03191 -0.097
C -6.29215 -7.79232 3.70675 -0.305
O -5.37961 -6.93745 3.04716 -0.085
H -6.82621 -9.15867 2.11866 0.066
H -6.62540 -9.99798 3.65278 0.065
H -5.24575 -9.57254 2.76533 0.071
H -5.89729 -7.88754 4.71824 0.107
H -7.33684 -7.48240 3.68082 0.103
H -5.37792 -7.12984 2.10664 0.075
C 1.62393 4.68554 10.19288 -0.095
C 1.24558 4.23182 8.81164 -0.341
O 0.01147 3.50810 8.78580 -0.076
H 2.54476 5.26641 10.14023 0.079
H 1.57327 3.91481 10.96197 0.075
H 0.82304 5.32809 10.55867 0.073
H 2.00935 3.70812 8.23674 0.105
H 1.15939 5.16010 8.24686 0.103
H -0.35068 3.65588 7.90909 0.077
C -2.40724 0.44016 -8.42376 -0.072
C -3.95877 0.14774 -8.58137 -0.310
O -4.68990 0.21530 -7.34645 -0.082
H -2.42933 1.48774 -8.12342 0.063
H -1.87992 0.29068 -9.36593 0.068
H -1.95737 -0.15826 -7.63155 0.066
H -4.05532 -0.81555 -9.08221 0.094
H -4.34845 0.84657 -9.32156 0.098
H -5.62118 0.21642 -7.57950 0.075
C -3.11018 -3.76677 11.42831 -0.083
C -2.73375 -2.49969 10.66889 -0.392
O -2.27349 -1.47029 11.43498 -0.047
H -2.30151 -4.07673 12.09019 0.073
H -3.48858 -4.52093 10.73827 0.075
H -3.93576 -3.57408 12.11343 0.069
H -3.58165 -2.29072 10.01658 0.107
H -1.91674 -2.71429 9.98003 0.107
H -2.10226 -0.78729 10.78244 0.092
C 1.79007 5.55795 -11.60770 -0.104
C 0.74049 6.42091 -12.38123 -0.266
O 0.61656 5.83551 -13.70927 -0.092
H 2.69423 5.18506 -12.08890 0.065
H 1.35688 4.63608 -11.21963 0.062
H 2.25525 6.02577 -10.74003 0.060
H 1.04274 7.46589 -12.31212 0.106
H -0.17354 6.16362 -11.84603 0.099
H 0.51667 6.57914 -14.30813 0.069
C 6.68869 2.77590 0.66322 -0.095
C 7.69244 3.09452 1.78645 -0.274
O 8.74921 2.11459 1.66380 -0.110
H 5.94131 2.06409 1.01370 0.063
H 7.06813 2.27574 -0.22783 0.068
H 6.03464 3.54211 0.24700 0.064
H 7.25611 2.97883 2.77858 0.110
H 8.19875 4.04732 1.63174 0.103
H 9.23819 2.38274 0.88239 0.071
C -9.04762 3.48442 -0.96496 -0.099
C -8.11179 4.44473 -1.73438 -0.297
O -8.83070 5.67929 -1.86437 -0.088
H -10.06331 3.27460 -1.30030 0.071
H -9.06845 3.66512 0.10975 0.068
H -8.54888 2.53506 -1.16010 0.062
H -7.89493 3.98729 -2.69969 0.106
H -7.23946 4.50813 -1.08390 0.103
H -8.57232 6.12424 -2.67484 0.074
C 7.77462 12.13919 -1.87827 -0.089
C 6.64535 11.38416 -2.51999 -0.371
O 5.51382 11.31685 -1.72268 -0.062
H 8.64284 11.93399 -2.50452 0.071
H 8.05860 11.84952 -0.86656 0.076
H 7.57952 13.21159 -1.88160 0.072
H 6.95283 10.38803 -2.83824 0.106
H 6.37756 11.74869 -3.51170 0.110
H 4.85755 11.94576 -2.03152 0.086
C 3.54774 -8.66619 3.16120 -0.099
C 2.40560 -9.15608 2.29747 -0.325
O 2.65527 -9.47628 0.92620 -0.082
H 4.37619 -9.35619 3.32140 0.069
H 3.05365 -8.40987 4.09837 0.074
H 4.05457 -7.79103 2.75460 0.070
H 1.74539 -8.30379 2.13679 0.111
H 1.92292 -9.97754 2.82692 0.109
H 2.96788 -10.38253 0.87529 0.074
C -4.49303 -7.17633 -3.27002 -0.163
O -3.22426 -7.50566 -2.90259 -0.179
C -2.20222 -7.47590 -3.90176 -0.174
C -2.16844 -8.68893 -4.88911 -0.208
N -1.49242 -9.84664 -4.34406 -0.093
C -1.12832 -11.02243 -5.19706 -0.168
C -0.69344 -12.21653 -4.35867 -0.210
O 0.33756 -12.93334 -5.05114 -0.195
C 0.83868 -14.04407 -4.27694 -0.112
H -4.83280 -7.78823 -4.10563 0.075
H -4.63468 -6.19303 -3.71853 0.083
H -5.22384 -7.29967 -2.47077 0.091
H -1.19954 -7.42027 -3.47792 0.121
H -2.39131 -6.56540 -4.47038 0.113
H -1.52984 -8.31697 -5.69032 0.108
H -3.16464 -8.90925 -5.27269 0.108
H -0.89607 -9.71300 -3.53994 0.103
H -0.30843 -10.70208 -5.83992 0.113
H -1.98499 -11.22267 -5.84058 0.114
H -1.46409 -12.92474 -4.05427 0.121
H -0.19739 -11.83766 -3.46509 0.113
H 1.51737 -14.75064 -4.75467 0.082
H 0.02987 -14.74230 -4.06153 0.073
H 1.24003 -13.80391 -3.29238 0.081
C -6.47756 8.77826 3.13655 -0.096
O -5.67181 8.04661 4.08477 -0.192
C -4.63983 7.35537 3.40172 -0.234
C -3.97836 6.26686 4.35594 -0.147
N -4.57532 4.89408 4.22566 -0.092
C -5.94892 4.65164 4.58838 -0.214
C -6.35180 3.21812 4.87160 -0.261
O -7.69507 3.12563 5.08639 -0.150
C -8.04474 1.82560 5.36196 -0.149
H -7.17542 8.14220 2.59201 0.090
H -5.82695 9.46462 2.59459 0.085
H -7.06625 9.49673 3.70692 0.081
H -3.79233 7.92185 3.01579 0.104
H -5.02410 6.87917 2.49968 0.110
H -4.04312 6.56385 5.40270 0.110
H -2.91707 6.29624 4.10913 0.100
H -4.22081 4.35926 3.44567 0.101
H -6.65982 5.17256 3.94700 0.115
H -5.92474 5.25349 5.49683 0.121
H -5.83948 2.95837 5.79797 0.128
H -6.08093 2.56216 4.04429 0.128
H -7.30922 1.19043 5.85559 0.089
H -8.25980 1.17685 4.51286 0.081
H -9.03194 1.82551 5.82407 0.093
C 8.97435 -5.92656 1.42762 -0.103
O 8.04242 -5.62333 0.37916 -0.194
C 8.30589 -4.34991 -0.28060 -0.191
C 7.01287 -3.74986 -0.87435 -0.245
N 6.34153 -4.68700 -1.70338 -0.053
C 4.96116 -4.22588 -2.07015 -0.198
C 4.87761 -3.20107 -3.20142 -0.234
O 5.34845 -3.84932 -4.36275 -0.169
C 5.28600 -2.91496 -5.44084 -0.129
H 9.94441 -6.28328 1.08143 0.084
H 8.51946 -6.73681 1.99741 0.081
H 9.02686 -5.08795 2.12193 0.082
H 9.05820 -4.41190 -1.06689 0.117
H 8.69582 -3.56732 0.37025 0.109
H 7.18906 -2.78641 -1.35269 0.116
H 6.31480 -3.53839 -0.06435 0.111
H 6.03822 -5.41957 -1.07773 0.098
H 4.39329 -3.93773 -1.18549 0.110
H 4.40563 -5.10498 -2.39673 0.116
H 5.63174 -2.46385 -2.92594 0.114
H 3.82204 -2.94717 -3.29849 0.128
H 5.55434 -1.86011 -5.49909 0.085
H 4.28307 -2.89921 -5.86748 0.078
H 5.91203 -3.42717 -6.17148 0.085
C 0.78450 4.54644 -2.52720 -0.066
O 0.27191 3.25273 -2.08344 -0.187
C -1.03726 3.13040 -1.74682 -0.260
C -1.29529 1.64452 -1.27013 -0.181
N -0.73409 1.29809 0.02934 -0.079
C -1.02658 -0.02938 0.40245 -0.260
C -0.37061 -0.45483 1.70346 -0.151
O 1.10480 -0.22564 1.65559 -0.202
C 1.70704 -0.38046 2.85839 -0.163
H 0.71681 5.30371 -1.74613 0.082
H 0.35083 4.97565 -3.43043 0.079
H 1.83214 4.46461 -2.81680 0.081
H -1.73560 3.34104 -2.55679 0.115
H -1.26885 3.84158 -0.95392 0.115
H -0.78533 1.11755 -2.07656 0.114
H -2.32024 1.27717 -1.21882 0.112
H 0.25847 1.36596 -0.14480 0.108
H -0.64515 -0.69426 -0.37250 0.118
H -2.11119 -0.08671 0.31065 0.122
H -0.62507 -1.49486 1.90765 0.120
H -0.81976 0.19428 2.45515 0.117
H 2.77690 -0.25419 2.69243 0.093
H 1.48978 -1.40631 3.15592 0.085
H 1.25753 0.33080 3.55132 0.088
```

Its energy above the lowest of the compared OMol25 structures with the same formula, charge and spin is 637.83 kJ/mol. The HOMO-LUMO gap is 8.52 eV.

=====

E for the records above, in order: -2177.4588; -4382.3350; -6505.2123; -3476.1871 hartree